No. 1
Computed, not measured: C3H3CaFO as an isolated structure in a non-equilibrium geometry, with wB97M-V/def2-TZVPD.

CARTESIAN COORDINATES (ANGSTROEM)
F -0.4479 1.2556 1.3021
O -0.6714 -1.1471 -1.0109
C -0.2458 -0.1881 0.7169
C -1.1336 -1.3384 0.3525
C 0.1937 -0.1061 -0.5678
H -0.8656 -2.3294 0.7469
H -2.2208 -1.1826 0.4118
Ca 1.7553 1.4275 -1.1728
H 1.9527 0.6730 0.7405

Results
spin multiplicity: 1
HOMO (alpha / beta): -6.728 / -6.728 eV
Kohn-Sham gap (alpha / beta): 0.2053 / 0.2053 hartree

Mulliken population analysis, charges in e, atoms 1 to 5: number 1, F, carries -0.333; number 2, O, carries -0.378; number 3, C, carries 0.225; number 4, C, carries -0.302; number 5, C, carries -0.474

No. 2
Computed, not measured: one molecule with the formula C4H7NO2, with wB97M-V/def2-TZVPD.

CARTESIAN COORDINATES (ANGSTROEM)
C -0.1660 0.0966 1.7566
C 0.1529 -0.1635 0.3132
N 0.3385 -1.3221 -0.1909
O 0.2196 -2.3228 0.7579
C 0.3052 0.9649 -0.6550
C -0.2378 0.8443 -2.0026
O -0.8794 1.6588 -1.0268
H 0.6620 -0.2288 2.3963
H -0.3648 1.1564 1.9341
H -1.0437 -0.4851 2.0561
H 0.3822 -3.1195 0.2367
H 1.1637 1.6188 -0.4842
H 0.2374 1.3706 -2.8286
H -0.7698 -0.0686 -2.2626

Results
spin multiplicity: 1
HOMO: -9.875 eV
Kohn-Sham gap: 0.3985 hartree
SMILES: C/C(=N\O)[C@H]1CO1
relative energy (zero: lowest compared OMol25 entry of this formula, charge and spin): 82.2 kcal per mole

Mulliken population analysis, charges in e, atoms 1 to 5: number 1, C, carries -1.111; number 2, C, carries 0.534; number 3, N, carries -0.482; number 4, O, carries -0.395; number 5, C, carries 0.062

Question: What is the spin multiplicity in the second record?
Answer: 1